1.
189
Properties=species:S:1:pos:R:3:forces:R:3:lowdin_charge:R:1 method="wB97M-V/def2-TZVPD" charge=+8 lumo_ev=-15.29 e_tot_ha=-4778.749044 orbital_gap_ev=7.84
C 1.47123 -12.05968 17.77800 -0.5 0.3 0.3 -0.09
C 2.62369 -12.03278 16.79057 -0.2 0.0 0.6 -0.25
C 2.83799 -10.64648 16.18430 -0.9 -1.0 -0.5 -0.12
N 3.63427 -10.64511 14.89928 1.9 1.2 0.4 -0.24
C 5.02706 -11.21096 15.16925 0.1 -0.9 1.0 -0.12
C 6.15799 -10.86609 14.21862 -0.1 1.1 -0.1 -0.17
C 6.26649 -9.34416 14.09054 -1.5 -0.2 -0.9 -0.16
C 4.89693 -8.87410 13.55862 0.3 0.3 0.1 -0.15
C 3.79115 -9.11904 14.58979 0.2 -1.0 -2.2 -0.07
C 3.01984 -11.41346 13.71392 1.5 1.2 1.5 0.07
H 1.57695 -11.33713 18.58999 0.1 0.1 -0.1 0.09
H 1.43875 -13.04453 18.24522 -0.2 0.0 -0.1 0.07
H 0.51086 -11.85365 17.30463 0.0 -0.1 0.0 0.09
H 2.39493 -12.82778 16.08260 0.3 0.2 -0.3 0.09
H 3.47593 -12.34036 17.40111 0.4 0.0 -0.5 0.10
H 3.28138 -9.98904 16.93018 0.4 0.0 -0.3 0.14
H 1.90240 -10.16084 15.89845 -0.2 -0.2 0.1 0.15
H 5.26289 -10.87048 16.17932 0.1 0.1 0.0 0.14
H 4.93102 -12.29737 15.21966 -0.2 0.0 0.1 0.11
H 7.14759 -11.18173 14.55133 -0.4 -0.7 0.4 0.12
H 5.95336 -11.35526 13.26410 0.3 0.2 -0.2 0.10
H 6.38426 -8.88965 15.07568 0.5 0.0 0.0 0.12
H 7.06192 -9.06876 13.40178 0.1 0.2 0.2 0.13
H 4.90128 -7.80668 13.33302 0.0 0.0 0.1 0.14
H 4.66462 -9.35698 12.60730 0.0 -0.1 0.0 0.12
H 4.02163 -8.52665 15.47060 -0.5 -0.4 0.3 0.14
H 2.84363 -8.91686 14.09315 -0.2 0.7 0.6 0.14
H 2.91534 -12.43180 14.07608 -0.8 0.1 -0.2 0.09
H 3.82866 -11.42459 12.98690 -0.3 0.1 -0.3 0.09
H 2.17986 -10.81047 13.38306 -0.4 -0.7 -0.1 0.12
C 10.00625 -11.84078 10.39159 0.6 -0.6 0.3 -0.08
C 8.90294 -12.87493 10.59645 -0.9 0.8 -1.0 -0.25
C 9.23876 -14.08100 11.45155 -0.9 1.0 0.7 -0.10
N 8.12209 -15.13384 11.57736 0.6 -0.6 0.2 -0.24
C 7.66638 -15.58047 10.20974 1.1 -0.9 -1.0 -0.11
C 6.74528 -16.79320 10.23017 -0.7 0.8 1.4 -0.14
C 7.20536 -17.90077 11.19195 -0.4 -0.7 -1.5 -0.17
C 7.70795 -17.41354 12.52219 -0.5 -0.4 0.3 -0.18
C 8.73065 -16.32131 12.33835 0.4 -0.6 -0.4 -0.09
C 6.99500 -14.56268 12.41502 0.7 0.2 -1.4 0.03
H 10.88159 -12.34350 9.97662 0.2 0.3 0.1 0.09
H 10.27517 -11.33846 11.32136 0.1 0.0 0.0 0.08
H 9.69098 -11.09207 9.66824 -0.1 0.0 0.1 0.09
H 8.64319 -13.18673 9.58190 0.0 -0.3 0.1 0.11
H 8.04777 -12.27013 10.91541 -0.2 -0.5 0.4 0.10
H 9.29232 -13.80470 12.50606 0.8 0.3 -0.1 0.13
H 10.18473 -14.46775 11.07566 -0.2 -0.7 0.2 0.15
H 8.58882 -15.83887 9.68220 0.1 0.0 0.1 0.15
H 7.26302 -14.74554 9.64034 -0.3 0.1 0.4 0.13
H 6.49423 -17.17934 9.24505 0.4 0.2 -0.1 0.13
H 5.81654 -16.34992 10.61291 -0.4 -0.5 0.0 0.10
H 7.94268 -18.52871 10.68280 0.5 0.4 0.1 0.13
H 6.40308 -18.63564 11.28618 -0.2 0.3 0.3 0.12
H 8.11281 -18.29177 13.02859 0.5 0.3 0.1 0.13
H 6.88074 -17.11530 13.16913 0.1 0.2 -0.1 0.08
H 9.57232 -16.70639 11.75780 -0.2 0.1 -0.5 0.15
H 9.23251 -16.03853 13.26493 -0.6 0.7 0.1 0.14
H 7.45048 -14.35105 13.37737 -0.6 0.1 0.2 0.09
H 6.13975 -15.22948 12.44304 0.3 -0.2 0.3 0.09
H 6.68664 -13.68956 11.84038 0.0 0.3 0.5 0.10
C 11.69762 -15.82810 19.84116 -0.1 -0.5 0.2 -0.08
C 11.38475 -17.33869 19.68058 0.2 1.0 -0.2 -0.20
C 9.96181 -17.48948 19.19611 -1.0 -1.0 1.2 -0.16
N 9.57504 -18.92908 18.81758 1.9 1.4 -0.5 -0.22
C 8.05256 -18.91547 18.64866 0.4 -0.8 0.0 -0.10
C 7.59612 -20.02424 17.73061 -0.8 -1.1 -0.3 -0.17
C 8.28379 -19.99690 16.38825 0.3 -0.3 0.3 -0.18
C 9.75196 -20.28493 16.67977 0.4 0.3 -0.7 -0.15
C 10.37773 -19.16965 17.50769 -1.7 -0.3 -0.7 -0.07
C 10.00357 -19.91215 19.89428 -1.6 -0.5 -0.5 0.05
H 12.38623 -15.71309 20.67671 0.1 0.2 -0.1 0.07
H 10.81242 -15.22433 20.05767 -0.1 -0.1 0.1 0.06
H 12.13566 -15.45940 18.91403 0.1 0.1 0.1 0.08
H 11.47892 -17.86916 20.62613 0.1 0.1 0.0 0.12
H 12.16391 -17.70130 19.01177 -0.3 -0.4 -0.1 0.12
H 9.56452 -16.80030 18.45070 0.6 -0.3 -0.6 0.11
H 9.30065 -17.28176 20.04565 0.2 0.0 0.3 0.13
H 7.72583 -17.95176 18.25302 0.4 0.0 0.0 0.09
H 7.70397 -19.02460 19.67655 -0.3 0.0 -0.1 0.13
H 6.51919 -20.05678 17.55191 -0.1 0.6 0.4 0.11
H 7.80059 -21.03292 18.10019 0.0 0.2 0.6 0.13
H 8.07977 -19.04808 15.88423 0.4 0.0 -0.2 0.11
H 7.91200 -20.81096 15.76671 -0.2 0.1 0.0 0.13
H 10.28310 -20.35072 15.72815 0.3 0.1 0.1 0.13
H 9.86286 -21.26557 17.14459 0.0 0.0 0.1 0.13
H 10.19262 -18.25530 16.94186 0.3 0.1 0.0 0.13
H 11.44356 -19.30805 17.66307 -0.1 0.0 0.6 0.14
H 9.49449 -19.63711 20.81692 0.4 0.2 0.1 0.12
H 11.06940 -20.08600 20.00267 0.0 0.5 -0.2 0.12
H 9.54269 -20.85936 19.61237 0.2 -0.1 -0.1 0.11
C -5.14834 -17.47020 4.54411 0.5 -0.8 -0.9 0.06
N -4.24087 -17.14690 5.65244 0.1 0.2 0.1 -0.07
C -4.39509 -17.79654 6.82278 1.5 1.3 0.2 0.06
C -3.55310 -17.42163 7.88137 -1.1 -1.0 -0.5 0.05
C -2.54817 -16.47447 7.72570 -0.1 -0.5 0.2 -0.13
C -2.48116 -15.79303 6.51427 0.3 -0.3 -0.2 0.06
C -3.30671 -16.18568 5.48337 -0.3 -0.1 0.3 0.04
C -1.53679 -16.32318 8.81393 -0.8 0.5 1.1 -0.09
C -1.03227 -17.42959 9.52989 0.6 1.2 -0.9 0.07
C 0.01369 -17.21382 10.41816 -0.5 -1.1 -1.4 0.02
N 0.50681 -15.98393 10.64078 0.0 -0.6 1.5 -0.08
C -0.13716 -14.91584 10.18582 -0.6 0.4 -0.9 0.01
C -1.18348 -15.04895 9.28363 0.8 0.0 -0.3 0.07
C 1.63865 -15.79613 11.60637 -0.7 -0.9 -0.4 0.05
H -5.09965 -16.69682 3.78189 -0.5 0.3 0.4 0.12
H -6.12049 -17.71521 4.95986 -0.1 0.3 -0.3 0.12
H -4.73781 -18.33587 4.01729 -0.1 -0.2 0.3 0.13
H -5.09722 -18.61615 6.87378 -0.2 0.2 0.0 0.17
H -3.77396 -17.94122 8.80456 0.4 0.1 0.2 0.14
H -1.74134 -15.04177 6.27512 0.1 0.0 0.2 0.14
H -3.19573 -15.74901 4.50117 -0.3 0.0 -0.1 0.16
H -1.30636 -18.42639 9.21457 0.0 -0.1 0.4 0.15
H 0.50711 -18.11793 10.74817 0.4 0.4 0.7 0.16
H 0.24846 -13.96497 10.52206 -0.2 0.1 -0.1 0.15
H -1.62503 -14.14936 8.87806 -0.1 0.0 0.0 0.15
H 2.57178 -15.86093 11.05132 0.0 0.3 0.1 0.11
H 1.57519 -16.63118 12.30124 0.2 0.1 0.0 0.09
H 1.47121 -14.87943 12.16287 0.2 0.1 -0.2 0.10
C 8.70640 -11.97713 20.37420 -0.4 0.3 0.5 0.01
N 10.18147 -12.01221 20.30870 0.6 0.2 -0.6 -0.06
C 10.80211 -11.92192 19.09868 -0.4 -0.4 0.5 0.02
C 12.16577 -12.03647 18.98082 0.5 0.1 0.5 0.07
C 12.92879 -12.18249 20.14722 0.3 -0.1 0.8 -0.11
C 12.29257 -12.23933 21.39016 -1.2 0.4 -0.1 0.07
C 10.90790 -12.13256 21.45019 0.1 -0.5 -0.7 0.04
C 14.41873 -12.31166 20.22704 0.9 0.1 -0.6 -0.14
C 15.29022 -11.28703 19.85840 -0.6 0.3 0.1 0.06
C 16.64934 -11.44147 20.01969 0.4 -1.1 -0.6 0.06
N 17.16892 -12.62799 20.43615 0.1 0.5 -0.1 -0.06
C 16.37661 -13.66430 20.75982 -0.2 1.2 0.0 0.05
C 15.00756 -13.47522 20.69624 -0.5 -1.1 0.1 0.04
C 18.64782 -12.77515 20.53674 0.3 -0.6 0.6 0.06
H 8.33902 -12.90048 20.81796 0.2 0.1 0.2 0.10
H 8.18992 -11.87291 19.42351 0.7 0.0 -0.3 0.08
H 8.40562 -11.10242 20.95016 0.1 -0.1 0.3 0.12
H 10.13488 -11.82951 18.25481 0.1 0.1 -0.1 0.14
H 12.65269 -12.01674 18.01612 -0.1 0.1 -0.1 0.15
H 12.82847 -12.31506 22.32580 0.1 -0.1 -0.1 0.15
H 10.33323 -12.23420 22.35998 0.1 0.2 0.1 0.16
H 14.87784 -10.36453 19.47226 0.3 0.2 0.0 0.15
H 17.38133 -10.73023 19.66255 -0.1 0.3 0.3 0.17
H 16.85624 -14.56715 21.10863 0.0 -0.1 0.0 0.16
H 14.38248 -14.31185 20.97742 0.0 -0.1 0.1 0.12
H 19.10930 -11.85864 20.89572 -0.1 0.2 -0.3 0.12
H 19.07558 -13.15325 19.60995 -0.2 0.4 -0.2 0.13
H 18.85815 -13.52849 21.29550 -0.1 0.0 0.0 0.11
C 4.14042 -10.44292 24.63392 -1.3 0.5 0.9 0.05
N 4.15289 -11.69712 23.85779 0.3 0.5 -1.0 -0.08
C 3.55228 -12.78230 24.38586 -0.6 1.2 -1.7 0.06
C 3.38162 -13.91785 23.59338 0.3 -0.9 1.0 0.07
C 3.82864 -14.01299 22.27221 1.2 1.2 1.1 -0.11
C 4.52454 -12.86334 21.84571 0.3 -0.4 -0.7 0.03
C 4.65871 -11.71019 22.59959 -0.2 -1.3 0.7 0.02
C 3.72708 -15.26850 21.47085 0.3 0.0 -0.1 -0.12
C 4.78649 -15.85502 20.74805 -1.1 0.2 0.3 0.06
C 4.51980 -17.00186 20.00418 -0.2 -0.4 0.8 0.00
N 3.30147 -17.58553 20.02420 -0.2 0.6 0.7 -0.05
C 2.27320 -17.06250 20.74826 1.3 0.6 -1.1 0.06
C 2.49327 -15.89194 21.44060 -1.3 -0.5 0.0 0.05
C 2.98892 -18.80992 19.29134 -0.3 -1.4 0.3 0.02
H 4.68754 -10.53919 25.56963 0.3 -0.1 -0.2 0.13
H 3.09100 -10.29396 24.90016 0.0 0.0 0.2 0.12
H 4.37187 -9.52295 24.10283 0.6 -0.5 -0.4 0.12
H 2.99696 -12.50876 25.27432 0.3 -0.9 0.5 0.17
H 3.08128 -14.78958 24.16393 -0.7 -0.1 -0.4 0.15
H 5.06982 -12.92010 20.91206 -0.3 0.3 -0.3 0.11
H 5.21126 -10.85033 22.25499 -0.1 0.1 0.1 0.15
H 5.77196 -15.41673 20.80250 0.1 -0.2 -0.2 0.12
H 5.27702 -17.54598 19.46364 0.0 0.1 -0.1 0.11
H 1.31267 -17.52314 20.56654 -0.1 -0.1 0.5 0.17
H 1.60731 -15.48544 21.91189 0.2 0.2 0.2 0.15
H 2.25870 -18.57860 18.52037 0.3 -0.1 -0.2 0.11
H 2.53083 -19.52571 19.97690 -0.2 0.3 0.2 0.13
H 3.86136 -19.35759 18.94696 0.1 0.7 -0.4 0.10
C 3.20746 -16.30201 16.03503 2.1 0.1 -0.9 -0.62
F 2.68770 -16.59684 14.83953 0.0 -0.4 0.7 0.15
F 3.41771 -14.97739 16.01367 -0.5 -0.3 0.7 0.11
F 2.44248 -16.69841 17.02607 -0.5 0.6 -0.1 0.16
S 4.90902 -17.20208 16.28794 -0.3 -2.3 0.2 0.65
O 4.53410 -18.48505 16.81878 -0.4 0.8 1.0 -0.29
O 5.56170 -17.35596 15.02075 0.0 1.4 0.0 -0.28
N 5.75975 -16.35494 17.47882 -1.4 -1.1 -1.7 -0.29
S 6.77597 -15.47707 16.68712 1.8 3.1 -1.1 0.55
O 8.07965 -16.05316 16.42673 -0.7 0.0 0.8 -0.29
O 6.22012 -14.70500 15.58835 -0.1 -0.3 0.4 -0.33
C 7.12522 -14.01428 17.90163 0.9 -2.0 -2.0 -0.64
F 7.95081 -14.47323 18.86680 -0.8 0.4 0.7 0.09
F 7.84998 -13.12580 17.20437 -0.2 0.2 0.2 0.11
F 6.02458 -13.41412 18.32427 0.2 -0.1 0.8 0.14

2.
53
Properties=species:S:1:pos:R:3:forces:R:3:nbo_charge:R:1 method="wB97M-V/def2-TZVPD" charge=-1 lumo_ev=1.77 e_tot_ha=-3120.806890 orbital_gap_ev=7.17 de_lowest_kcal_mol=0.0
O -8.73650 2.05164 0.32800 0.0 0.1 0.2 -1.15
P -8.39462 1.84297 -1.11996 0.1 0.0 0.2 1.32
B -6.59641 1.32037 -1.62868 -0.1 -0.1 -0.3 -0.26
Cl -5.49303 2.87900 -1.53784 0.1 0.0 0.3 -0.33
C -6.07414 0.17299 -0.60490 -0.1 0.2 0.1 -0.81
C -6.19876 -1.28538 -0.89242 0.0 -0.3 0.4 0.57
O -6.17153 -2.16830 -0.10119 0.0 0.1 -0.1 -0.54
I -6.44619 -1.93719 -2.96927 0.0 -0.1 -0.4 -0.10
H -9.23777 0.85232 -1.69011 -0.1 0.0 -0.2 -0.13
H -8.75505 2.95360 -1.92075 0.0 0.0 -0.2 -0.12
H -6.65153 0.99020 -2.78728 0.0 0.0 0.1 -0.01
H -5.00834 0.32063 -0.38454 -0.1 -0.1 -0.1 0.28
H -6.59868 0.26158 0.35857 0.2 0.1 0.0 0.26
C -3.35836 1.82611 2.39079 0.0 0.0 0.0 -0.13
C -2.82215 3.17737 1.95565 0.0 0.0 -0.1 0.44
O -2.03071 2.84608 0.83120 -0.1 0.1 -0.1 -0.50
C -2.52396 1.69283 0.28967 -0.3 0.1 0.1 0.98
O -2.25281 1.27676 -0.78388 0.3 -0.1 0.1 -0.56
O -3.36407 1.10044 1.16338 0.1 -0.1 0.0 -0.48
F -2.03037 3.74704 2.90335 0.1 -0.1 0.0 -0.34
H -2.66659 1.35455 3.09176 0.0 0.0 0.0 0.19
H -4.35886 1.85622 2.81030 -0.1 0.0 -0.1 0.22
H -3.58322 3.89636 1.65305 0.0 0.1 0.1 0.17
C 0.44264 -0.57880 0.22705 -0.1 0.0 -0.1 -0.14
C 0.71014 -0.64719 1.71671 0.1 0.0 -0.1 0.45
O 2.06550 -1.08054 1.76458 0.0 0.2 0.1 -0.50
C 2.66659 -0.70055 0.60983 -0.1 -0.1 -0.1 0.98
O 3.84599 -0.71453 0.43456 0.1 -0.1 0.0 -0.62
O 1.76067 -0.29956 -0.28590 -0.1 0.0 -0.1 -0.47
F -0.06754 -1.54401 2.36024 0.0 -0.1 -0.1 -0.32
H 0.10270 -1.54143 -0.15566 0.0 -0.1 0.1 0.23
H -0.25033 0.20071 -0.07156 0.1 0.1 -0.1 0.24
H 0.63521 0.30802 2.23993 -0.1 0.0 0.0 0.15
C 6.34719 1.30255 -0.41203 0.0 0.0 0.0 -0.14
C 6.54663 2.54257 0.43568 0.0 0.1 -0.1 0.45
O 7.42795 3.32012 -0.35100 -0.1 0.1 0.0 -0.50
C 7.29279 2.94405 -1.65616 0.0 -0.1 0.1 0.97
O 7.74903 3.53284 -2.57504 0.1 0.0 -0.1 -0.56
O 6.55721 1.81589 -1.73447 0.0 -0.1 0.0 -0.48
F 7.13304 2.27655 1.62944 0.1 -0.1 0.0 -0.33
H 7.11570 0.56225 -0.18578 0.0 0.0 0.1 0.20
H 5.36264 0.85632 -0.31746 0.0 0.0 -0.2 0.24
H 5.63821 3.11723 0.62140 0.0 0.0 0.1 0.15
C 4.43820 -5.53271 -0.28460 0.0 0.0 0.0 -0.13
C 4.79853 -4.10852 -0.66360 -0.1 0.0 0.0 0.44
O 3.59866 -3.64415 -1.24939 0.0 0.2 0.2 -0.49
C 2.56269 -4.34047 -0.70586 0.1 0.0 -0.1 0.97
O 1.42391 -4.03111 -0.78266 -0.1 0.0 0.0 -0.56
O 3.03160 -5.42796 -0.05038 0.1 -0.1 0.0 -0.48
F 5.79706 -4.05385 -1.57738 0.0 0.0 -0.1 -0.33
H 4.62656 -6.20651 -1.12136 0.0 0.0 0.0 0.20
H 4.93815 -5.89299 0.60903 -0.1 0.0 0.1 0.21
H 5.05633 -3.46240 0.17694 0.1 0.1 0.0 0.16

3.
11
Properties=species:S:1:pos:R:3:forces:R:3:mulliken_spin:R:1 method="wB97M-V/def2-TZVPD" charge=-1 lumo_ev="3.66 / 2.79" e_tot_ha=-880.079892 orbital_gap_ev="4.22 / 7.21" multiplicity=3
C 0.09685 1.51707 -0.40882 -1.2 2.9 -1.9 0.18
C -0.12424 0.24351 -0.22032 -2.4 -1.4 0.2 0.74
C 2.03603 -0.55401 -0.05127 0.7 -1.5 0.5 0.41
O 2.05547 -1.67817 -0.44900 -0.8 0.0 -0.3 0.15
Si -1.49741 -0.83127 0.39944 -0.8 0.7 -0.1 0.12
S 3.03169 0.63204 0.38361 0.9 1.2 0.5 0.16
H -0.66543 2.34971 -0.74241 0.8 -1.7 1.5 0.07
H 1.04346 1.82262 -0.77395 1.0 0.3 -0.3 0.07
H -2.73944 -0.97122 -0.55875 1.2 0.2 0.5 0.02
H -2.21719 -0.37317 1.68342 0.3 -0.1 -0.4 0.05
H -1.01979 -2.15711 0.73805 0.2 -0.5 0.0 0.01